[1]
ORCA calculation (the ωB97M-V functional and the def2-TZVPD basis) on a structure of composition C2H8CsN4O2.

- molar mass (g/mol) = 253.02
- multiplicity = 1
- HOMO level (hartree) = -0.4782
- gap between HOMO and LUMO (eV) = 9.7
- ΔE to the lowest compared entry with this formula, charge and spin (kJ/mol) = 45.4
- total charge = +1

Last column: Löwdin charge in e.
Atoms and positions in Å:
Cs (1.87, 1.55, 3.01)  1.0573
C (-1.70, 0.67, 1.05)  -0.6368
O (-0.64, 1.20, 1.46)  -0.2002
N (-1.82, -0.63, 0.72)  0.1876
N (-2.85, 1.43, 0.98)  0.1647
H (-0.99, -1.19, 0.63)  0.0865
H (-2.66, -1.02, 0.33)  0.1138
H (-2.79, 2.36, 1.35)  0.1071
H (-3.69, 0.94, 0.75)  0.1020
C (1.68, -0.98, -0.92)  -0.6379
O (1.05, -1.65, -0.10)  0.0119
N (1.96, -1.43, -2.18)  0.1655
N (2.15, 0.28, -0.63)  0.1488
H (1.55, -2.29, -2.49)  0.1128
H (2.25, -0.75, -2.87)  0.0997
H (1.81, 0.82, 0.14)  0.0194
H (2.85, 0.68, -1.23)  0.0975

---

[2]
ORCA calculation (the ωB97M-V functional and the def2-TZVPD basis) on a cluster of 5 separate species, C20H55N5O5 in total.

- molar mass (g/mol) = 445.69
- multiplicity = 1
- HOMO level (hartree) = -0.3150
- gap between HOMO and LUMO (eV) = 9.1
- ΔE to the lowest compared entry with this formula, charge and spin (kJ/mol) = 1402.3
- SMILES = COC[C@H](C)N.COC[C@H](C)N.COC[C@H](C)N.COC[C@H](C)N.COC[C@H](C)N

Last column: Löwdin charge in e.
Atoms and positions in Å:
C (-39.56, -23.34, 48.07)  -0.1291
O (-40.24, -22.35, 48.80)  -0.1872
C (-39.32, -21.91, 49.96)  -0.0799
C (-40.28, -20.80, 50.67)  -0.3914
C (-40.86, -19.82, 49.74)  -0.1013
N (-39.40, -20.22, 51.72)  0.0696
H (-39.42, -24.23, 48.70)  0.0830
H (-38.54, -23.05, 47.76)  0.0638
H (-40.00, -23.73, 47.30)  0.0287
H (-39.27, -22.76, 50.66)  0.0932
H (-38.23, -21.66, 49.73)  0.1040
H (-41.25, -21.44, 51.02)  0.1834
H (-41.62, -20.17, 48.97)  0.1124
H (-40.18, -19.31, 49.21)  0.0346
H (-41.54, -19.17, 50.21)  0.0620
H (-39.34, -20.71, 52.52)  -0.0187
H (-38.50, -19.82, 51.20)  0.1194
C (-35.95, -22.51, 51.44)  -0.1212
O (-35.78, -21.89, 50.23)  -0.1907
C (-35.82, -22.86, 49.16)  -0.1598
C (-35.35, -22.12, 47.90)  -0.3844
C (-36.20, -20.79, 47.68)  0.0300
N (-35.38, -23.05, 46.84)  0.0719
H (-36.26, -21.77, 52.02)  0.0488
H (-35.00, -22.90, 51.45)  0.0712
H (-36.66, -23.37, 51.51)  0.0990
H (-35.07, -23.70, 49.32)  0.1501
H (-36.87, -23.14, 48.81)  0.1141
H (-34.50, -21.88, 47.91)  0.0195
H (-36.08, -20.40, 46.84)  -0.0223
H (-36.11, -20.09, 48.43)  0.0452
H (-37.34, -20.92, 47.42)  0.1246
H (-36.33, -23.12, 46.72)  0.0340
H (-35.06, -23.97, 47.01)  0.0655
C (-39.59, -27.17, 48.81)  -0.0524
O (-38.88, -27.03, 50.13)  -0.2311
C (-38.55, -28.28, 50.61)  -0.2874
C (-37.82, -28.08, 51.90)  -0.4328
C (-36.43, -27.47, 51.54)  -0.0551
N (-37.49, -29.36, 52.42)  0.0498
H (-40.12, -26.51, 48.36)  -0.0244
H (-40.36, -27.98, 48.52)  0.1280
H (-38.80, -27.19, 48.02)  0.1067
H (-39.49, -28.97, 50.76)  0.1568
H (-37.90, -28.79, 49.70)  0.1757
H (-38.27, -27.43, 52.52)  0.0921
H (-35.86, -27.16, 52.42)  0.0724
H (-36.52, -26.49, 50.98)  0.0810
H (-35.82, -28.17, 50.95)  0.0780
H (-37.34, -30.04, 51.68)  0.0816
H (-38.24, -29.86, 52.76)  0.0377
C (-38.89, -22.61, 54.62)  -0.1627
O (-39.76, -22.95, 53.63)  -0.2306
C (-39.54, -24.26, 53.12)  -0.1646
C (-40.85, -24.76, 52.43)  -0.3333
C (-42.16, -24.72, 53.35)  -0.0274
N (-40.71, -26.18, 52.01)  0.0089
H (-37.78, -22.55, 54.33)  0.0902
H (-39.27, -23.30, 55.54)  0.1414
H (-39.10, -21.40, 54.82)  0.1352
H (-38.78, -24.19, 52.53)  0.0433
H (-39.21, -24.91, 53.83)  0.0944
H (-41.16, -24.07, 51.70)  0.0937
H (-42.29, -25.40, 54.07)  0.0262
H (-43.05, -25.06, 52.83)  0.0782
H (-42.15, -23.79, 53.71)  0.0176
H (-41.55, -26.51, 51.20)  0.1821
H (-39.79, -26.52, 51.64)  0.0149
C (-35.26, -16.71, 54.71)  -0.1308
O (-35.77, -17.16, 53.49)  -0.1978
C (-36.60, -16.18, 52.84)  -0.1518
C (-37.52, -17.05, 51.85)  -0.3620
C (-36.83, -17.91, 50.81)  -0.0172
N (-38.60, -16.19, 51.32)  0.0136
H (-35.97, -16.52, 55.39)  0.0412
H (-34.69, -15.82, 54.54)  0.0767
H (-34.53, -17.37, 55.23)  0.1050
H (-37.19, -15.50, 53.56)  0.1412
H (-35.89, -15.53, 52.27)  0.1299
H (-38.28, -17.72, 52.44)  0.1411
H (-36.06, -18.60, 51.05)  0.1006
H (-36.43, -17.30, 50.30)  -0.0131
H (-37.53, -18.40, 50.40)  -0.0116
H (-39.20, -15.93, 52.10)  0.0668
H (-39.24, -16.67, 50.74)  0.0416

---

[3]
ORCA calculation (the ωB97M-V functional and the def2-TZVPD basis) on a cluster of 9 separate species, C25H57Br4N7O7 in total.

- molar mass (g/mol) = 887.39
- multiplicity = 1
- HOMO level (hartree) = -0.3191
- gap between HOMO and LUMO (eV) = 8.6
- ΔE to the lowest compared entry with this formula, charge and spin (kJ/mol) = 332.1
- SMILES = CN(C)C=O.CN(C)C=O.CN(C)C=O.CN(C)C=O.CN(C)C=O.CN(C)C=O.CN(C)C=O.BrCCBr.BrCCBr

Last column: Löwdin charge in e.
Atoms and positions in Å:
C (1.31, -2.48, 2.10)  -0.0297
N (1.76, -3.83, 1.67)  -0.1798
C (2.35, -4.77, 2.60)  -0.0463
C (1.58, -4.18, 0.39)  -0.3785
O (1.85, -5.16, -0.28)  0.0163
H (0.29, -2.46, 2.47)  0.0943
H (1.43, -1.72, 1.33)  0.0632
H (2.07, -2.08, 2.78)  0.0866
H (1.79, -5.00, 3.51)  0.0856
H (2.31, -5.78, 2.17)  0.0901
H (3.32, -4.37, 2.86)  0.0920
H (1.17, -3.26, -0.06)  0.1226
C (5.95, 3.01, 1.68)  -0.0594
N (4.70, 3.47, 1.10)  -0.1777
C (4.97, 4.85, 0.63)  -0.0461
C (3.51, 2.85, 0.94)  -0.3444
O (2.41, 3.33, 0.66)  -0.0155
H (6.61, 2.65, 0.89)  0.0893
H (5.75, 2.01, 2.09)  0.0878
H (6.39, 3.80, 2.28)  0.0949
H (5.31, 5.53, 1.42)  0.0911
H (5.61, 4.74, -0.24)  0.0895
H (4.12, 5.36, 0.20)  0.0796
H (3.63, 1.77, 1.12)  0.1343
C (0.60, 0.83, -0.41)  -0.0739
N (-0.84, 0.45, -0.42)  -0.1638
C (-1.30, -0.03, -1.69)  -0.0479
C (-1.59, 0.38, 0.70)  -0.4026
O (-2.62, -0.22, 0.68)  0.0326
H (0.72, 1.89, -0.65)  0.0184
H (1.27, 0.25, -1.05)  0.0697
H (1.01, 0.77, 0.59)  0.0743
H (-0.60, 0.24, -2.48)  0.0826
H (-1.48, -1.11, -1.72)  0.0706
H (-2.24, 0.45, -1.94)  0.0936
H (-1.13, 0.97, 1.51)  0.0559
C (3.12, -3.37, -4.21)  -0.0550
N (1.68, -3.28, -4.13)  -0.1796
C (1.15, -2.18, -4.91)  -0.0371
C (0.96, -4.06, -3.36)  -0.3591
O (-0.25, -3.93, -3.25)  -0.0022
H (3.61, -2.57, -3.67)  0.0856
H (3.38, -3.16, -5.25)  0.0843
H (3.54, -4.33, -3.90)  0.0918
H (1.88, -1.91, -5.67)  0.0750
H (0.15, -2.28, -5.34)  0.0949
H (1.19, -1.24, -4.36)  0.0747
H (1.57, -4.92, -3.03)  0.1336
C (-5.63, -0.08, 2.54)  -0.0371
N (-5.87, 0.07, 3.99)  -0.1620
C (-5.14, -1.00, 4.79)  -0.0166
C (-6.51, 1.04, 4.68)  -0.3606
O (-6.54, 1.19, 5.91)  -0.0318
H (-5.58, -1.16, 2.39)  0.0800
H (-4.66, 0.32, 2.27)  0.0569
H (-6.52, 0.26, 2.01)  0.0895
H (-4.69, -0.48, 5.63)  0.0635
H (-5.86, -1.75, 5.13)  0.0927
H (-4.26, -1.44, 4.32)  0.0822
H (-7.13, 1.59, 3.95)  0.1337
C (-2.52, -4.04, -1.06)  -0.0594
N (-3.90, -4.30, -0.60)  -0.1530
C (-4.11, -5.71, -0.07)  -0.0292
C (-4.81, -3.33, -0.41)  -0.3176
O (-5.94, -3.57, 0.09)  -0.0548
H (-1.79, -4.17, -0.27)  0.0757
H (-2.35, -3.05, -1.48)  0.0594
H (-2.17, -4.83, -1.72)  0.0745
H (-4.98, -6.21, -0.50)  0.0817
H (-3.27, -6.40, -0.17)  0.0792
H (-4.29, -5.70, 1.00)  0.0805
H (-4.43, -2.31, -0.56)  0.1288
C (3.76, 3.85, -3.71)  -0.0532
N (3.55, 2.36, -3.66)  -0.1534
C (2.90, 1.84, -2.43)  -0.0243
C (3.76, 1.64, -4.79)  -0.3613
O (3.63, 0.44, -4.89)  0.0133
H (2.80, 4.32, -3.87)  -0.0186
H (4.29, 4.20, -4.60)  0.0818
H (4.25, 4.27, -2.84)  0.0798
H (3.35, 2.38, -1.59)  0.0671
H (1.86, 2.14, -2.55)  0.0700
H (2.95, 0.76, -2.27)  0.0848
H (4.21, 2.27, -5.58)  0.1312
Br (-3.53, 2.33, 8.08)  0.5919
C (-3.36, 2.70, 6.12)  -0.6631
C (-2.18, 1.85, 5.75)  -0.6521
Br (-2.10, 2.06, 3.76)  0.6542
H (-3.20, 3.77, 5.99)  0.0623
H (-4.34, 2.34, 5.79)  0.0149
H (-2.35, 0.82, 6.06)  0.0476
H (-1.29, 2.38, 6.11)  0.0525
Br (1.04, 5.96, -4.90)  0.6139
C (-0.27, 5.24, -3.56)  -0.6369
C (0.33, 4.93, -2.20)  -0.6277
Br (-1.10, 4.17, -1.03)  0.6434
H (-0.80, 4.37, -3.96)  0.0564
H (-1.02, 6.03, -3.54)  0.0437
H (0.88, 5.66, -1.61)  0.0673
H (0.95, 4.04, -2.27)  0.0021